1.
19
Properties=species:S:1:pos:R:3:forces:R:3:lowdin_charge:R:1 method="wB97M-V/def2-TZVPD" de_lowest_kcal_mol=48.5 largest_force_ev_per_a=3.2 smiles=CN[C@@H](I)[NH+](C)C e_lumo_ha=-0.13274 charge=+1
C -0.308237 -2.320788 0.212838 0.9 0.5 0.1 -0.0708
C -1.095554 0.844306 0.855331 -1.4 -0.2 -1.4 -0.0522
C 0.003869 1.779293 -1.115091 -0.7 0.0 0.2 -0.0522
C 1.037530 -0.286929 0.226680 -0.4 -0.6 -1.3 -0.6621
N 0.340076 -1.247120 -0.575128 1.1 1.6 0.6 -0.1571
N 0.185938 1.244293 0.260299 1.8 -2.2 1.5 -0.2304
I 3.071039 0.310586 -0.280123 -0.7 -0.5 0.1 0.9057
H -1.186082 -1.845232 0.737669 0.3 -1.5 -1.0 0.0825
H -0.408563 -3.150799 -0.541766 -0.7 0.6 1.5 0.1205
H 0.396331 -2.571907 1.055709 -0.7 -0.5 -0.9 0.0980
H -1.081693 0.400164 1.845755 0.6 0.9 0.5 0.1017
H -1.720200 1.787126 0.721011 0.0 -1.9 0.5 0.1286
H -1.363477 -0.112508 0.277467 -0.5 2.2 0.1 0.0919
H -0.363756 0.958929 -1.757632 0.3 0.1 0.4 0.0977
H -0.902940 2.488718 -1.062919 2.1 -0.4 -0.3 0.1323
H 1.035094 2.059413 -1.444888 -1.4 0.6 -0.1 0.0620
H 1.002766 -0.756366 1.239634 0.2 1.5 -0.4 0.0913
H 0.598003 -1.466403 -1.545975 0.1 0.5 0.9 0.1363
H 0.759848 1.885228 0.891133 -0.9 -1.0 -1.2 0.1763

---

2.
20
Properties=species:S:1:pos:R:3:forces:R:3:lowdin_charge:R:1 method="wB97M-V/def2-TZVPD" de_lowest_kcal_mol=37.5 largest_force_ev_per_a=4.4 e_lumo_ha=-0.13140 charge=+1
C 1.357518 -0.869255 0.354220 -0.1 0.0 -0.1 -0.0258
C 0.604205 1.220898 1.540971 -0.2 0.0 -0.2 -0.0282
C 0.534902 0.403050 0.266255 0.7 0.1 0.2 -0.3599
C -1.136907 -0.451169 -1.367362 -4.2 -0.8 -1.2 -0.3217
N -3.096340 -0.609290 -1.479434 3.7 1.1 0.7 -0.5044
N -0.919791 0.063447 -0.024488 -0.2 0.4 -0.1 0.0851
O -0.788516 0.478424 -2.262304 0.2 0.2 0.4 0.0787
I -3.713182 -1.883984 -0.021476 0.0 -0.3 0.1 0.7975
H 2.401076 -0.605613 0.503827 0.0 0.1 0.0 0.1039
H 1.050402 -1.484987 1.198707 -0.1 -0.1 0.1 0.0996
H 1.301661 -1.456406 -0.558337 0.0 -0.1 -0.1 0.0825
H 1.616062 1.590551 1.667456 0.1 0.0 0.0 0.1021
H 0.355158 0.624508 2.413342 -0.1 -0.1 0.1 0.0958
H -0.051212 2.086047 1.500388 -0.1 0.2 0.0 0.0916
H 0.863641 1.009495 -0.583440 -0.2 -0.1 0.1 0.1517
H -0.809647 -1.478077 -1.514782 0.1 0.1 0.2 0.1413
H -3.227736 -1.060171 -2.381061 0.1 -0.3 -0.1 -0.0305
H -1.475506 0.929628 0.057529 0.0 -0.3 0.0 0.1905
H -1.295230 -0.611601 0.664237 0.0 0.1 -0.2 0.1029
H -0.919149 0.206718 -3.178662 0.0 -0.2 0.0 0.1473

---

3.
21
Properties=species:S:1:pos:R:3:forces:R:3:lowdin_charge:R:1 method="wB97M-V/def2-TZVPD" de_lowest_kcal_mol=28.1 largest_force_ev_per_a=3.2 e_lumo_ha=0.10515 charge=-1
I -2.980948 -1.616595 2.149877 0.1 0.0 0.1 -0.9861
C -0.767287 2.330554 -3.627436 -0.5 -0.8 -1.4 -0.0555
C -0.873799 0.875899 -4.181325 1.8 1.4 -2.1 -0.5000
C 0.021025 0.628889 -5.498138 -1.7 0.2 1.4 -0.0401
O -0.335848 0.110158 -3.192981 0.6 -1.9 1.3 -0.0473
H -1.009764 3.057821 -4.402277 -0.4 0.2 0.2 0.0688
H 0.255025 2.549410 -3.319097 -0.1 -0.3 0.2 0.0789
H -1.461855 2.322219 -2.787432 0.1 0.7 0.1 0.0774
H -1.898347 0.590165 -4.419568 -0.3 0.1 0.0 0.1252
H 1.012230 1.046646 -5.321817 -0.1 0.1 -0.4 0.0702
H -0.553937 1.033721 -6.330990 0.5 0.6 -0.1 0.0610
H 0.087865 -0.426270 -5.763235 0.1 -0.2 0.5 0.0633
H -0.763909 0.363561 -2.371906 0.1 -0.3 0.4 0.0968
C 1.541070 -1.541061 6.465414 1.2 0.1 2.9 -0.7518
O 2.417725 -1.462932 7.324983 0.2 -0.4 0.1 -0.0132
N 0.302812 -1.996908 6.758037 -0.4 -0.3 0.3 0.1474
N 1.705279 -1.139561 5.231573 -0.6 0.5 -2.5 0.1656
H 0.256450 -2.452545 7.658227 -0.6 0.3 -0.4 0.1079
H -0.453526 -1.872728 6.100294 -0.2 -0.4 0.5 0.1043
H 2.624249 -1.034869 4.825826 -0.5 0.0 0.1 0.1210
H 0.875491 -1.365574 4.701974 0.7 0.3 -1.1 0.1059

---

4.
18
Properties=species:S:1:pos:R:3:forces:R:3:lowdin_charge:R:1 method="wB97M-V/def2-TZVPD" largest_force_ev_per_a=0.5 e_lumo_ha=0.12968 charge=-1
C 1.368551 -1.352195 -0.553939 0.0 -0.1 0.2 -0.1251
C 1.742236 -0.173441 0.342195 -0.1 0.1 -0.1 -0.2283
C 1.148173 1.185481 -0.102467 0.3 -0.2 -0.1 -0.2815
O -0.029022 1.097580 -0.846615 0.0 0.2 0.2 -0.2745
C -1.254449 1.258506 -0.086315 -0.4 -0.3 0.0 -0.3533
In -2.514207 -0.567916 0.314480 0.0 -0.3 0.0 0.1742
H 0.376363 -1.249671 -0.982509 -0.1 0.1 0.0 0.0408
H 1.362099 -2.267462 0.036257 0.1 -0.1 -0.1 0.0602
H 2.085999 -1.469276 -1.365659 0.0 0.0 -0.1 0.0613
H 1.469557 -0.370503 1.379122 -0.2 -0.1 0.0 0.0940
H 2.830715 -0.083191 0.328042 0.1 0.1 0.2 0.0887
H 1.895729 1.696813 -0.721759 -0.1 0.0 -0.1 0.1064
H 0.998673 1.804516 0.787907 0.0 0.1 0.0 0.1007
H -1.871043 1.948272 -0.666661 0.0 0.1 -0.1 0.0162
H -1.051146 1.766021 0.861088 0.2 0.1 0.1 0.0149
H -3.304291 -1.101968 -1.209910 0.0 0.1 0.1 -0.1696
H -1.525371 -1.950810 0.906134 0.0 0.2 0.0 -0.1548
H -3.728566 -0.170757 1.580610 0.1 0.1 -0.2 -0.1702

---

5.
18
Properties=species:S:1:pos:R:3:forces:R:3:lowdin_charge:R:1 method="wB97M-V/def2-TZVPD" de_lowest_kcal_mol=115.1 s_squared=0.756 largest_force_ev_per_a=6.9 spin_multiplicity=2 e_lumo_ha="0.16817 / 0.16088" charge=-1
C -2.172605 0.634958 -0.345680 -0.3 0.5 1.0 -0.1849
C -1.979569 -0.151715 0.969285 2.3 1.3 -1.4 -0.3192
C -0.477144 -0.493883 1.015326 -1.0 -3.5 2.2 -0.2763
N 0.591870 0.111765 -0.533434 3.6 1.3 -5.7 -0.2041
C 1.940506 -0.425226 -0.716692 -1.4 -1.2 -0.2 -0.5387
N 2.956345 0.573257 -0.404588 -0.2 1.1 0.8 -0.0678
H -3.114627 1.174181 -0.401847 -0.8 -0.6 -0.2 0.0403
H -1.490584 1.476890 -0.364001 0.7 -0.3 -0.3 0.0452
H -1.977966 -0.085396 -1.119799 -0.1 0.4 -0.9 0.0483
H -2.553541 -1.058899 0.871509 -0.5 -0.3 0.7 0.0730
H -2.232744 0.546179 1.749527 -0.7 -0.2 0.9 0.0631
H 0.411040 0.178118 0.964844 -1.3 0.8 1.5 0.0311
H -0.185959 -1.358031 1.630742 -0.5 -0.1 0.4 0.0251
H -0.164563 -0.942276 -0.189575 -0.3 1.0 1.2 0.0765
H 2.072986 -0.859036 -1.742096 0.1 0.3 0.1 0.0612
H 1.986639 -1.305375 -0.055197 0.7 -0.2 0.3 0.0698
H 3.933931 0.544063 -0.712249 -0.9 -0.3 -0.3 0.0271
H 2.455987 1.440420 -0.616078 0.8 -0.1 0.1 0.0302

---

6.
18
Properties=species:S:1:pos:R:3:forces:R:3:lowdin_charge:R:1 method="wB97M-V/def2-TZVPD" de_lowest_kcal_mol=67.2 largest_force_ev_per_a=5.4 smiles=CN(C)CCN e_lumo_ha=0.04177 charge=0
N -0.934895 2.004726 -1.397960 0.3 -1.9 -0.6 -0.0531
C 0.320631 1.865122 -0.589662 -1.1 -2.9 0.1 -0.2347
C 0.662451 0.242679 -0.663290 0.9 1.1 2.9 -0.1747
N -0.284266 -0.655805 0.218545 1.3 -1.1 1.6 -0.2459
C -0.128735 -2.158764 0.039895 -1.3 2.0 -4.9 -0.1277
C -0.049922 -0.569970 1.722234 -1.0 3.0 -1.1 -0.1249
H -1.765371 2.521739 -1.096662 1.0 -0.2 0.4 0.0544
H -1.225095 1.000637 -1.622855 0.1 2.3 0.5 0.0740
H 1.235328 2.354544 -1.030921 -1.2 -0.1 0.5 0.0999
H 0.180724 2.072122 0.512753 0.3 0.2 -1.3 0.0908
H 0.835111 -0.087494 -1.686642 -1.1 -0.2 -0.1 0.0953
H 1.728645 0.243184 -0.298270 -0.7 -0.5 0.3 0.0977
H -0.531923 -2.819088 0.777031 0.3 0.2 1.1 0.0509
H 0.895762 -2.396627 -0.350199 -0.9 -0.3 0.5 0.0841
H -0.946087 -2.229847 -0.773384 1.7 -1.0 0.4 0.0951
H -0.705100 -1.224411 2.376048 0.6 0.8 -1.3 0.0970
H 0.984845 -0.672727 1.983204 0.8 -0.5 0.2 0.0597
H -0.272110 0.509978 1.880133 0.0 -0.7 0.9 0.0620

---

7.
18
Properties=species:S:1:pos:R:3:forces:R:3:lowdin_charge:R:1 method="wB97M-V/def2-TZVPD" de_lowest_kcal_mol=20.9 largest_force_ev_per_a=1.1 smiles=CNCCCN e_lumo_ha=0.04132 charge=0
C 1.468298 0.389701 -0.985426 0.9 0.3 0.6 -0.2893
C 0.048267 0.900856 -1.103276 -0.2 -0.2 0.0 -0.2011
C -0.830030 0.541213 0.100583 0.4 -0.8 -0.5 -0.2515
C -1.523901 -1.545897 1.279121 0.1 0.3 -0.5 -0.1309
N -1.300191 -0.838299 0.027353 -0.3 0.0 0.0 -0.1409
N 2.258275 1.048243 0.079227 -0.3 0.2 -0.4 -0.0115
H 1.421349 -0.673855 -0.774031 -0.1 -0.4 0.0 0.0965
H 2.051962 0.486966 -1.905754 -0.4 0.1 -0.2 0.1010
H -0.363030 0.405980 -1.976332 -0.4 0.0 -0.3 0.1036
H -0.034440 1.969862 -1.309525 0.4 0.1 0.1 0.1111
H -0.244779 0.651937 1.018176 -0.1 0.3 0.1 0.0976
H -1.691034 1.199808 0.110767 -0.1 0.3 0.3 0.1049
H -0.719115 -2.242946 1.525518 0.0 -0.1 0.1 0.0704
H -2.471578 -2.079298 1.243352 -0.1 -0.2 0.1 0.0661
H -1.579564 -0.812475 2.080462 -0.1 0.0 0.1 0.0719
H -0.921058 -1.400312 -0.720451 0.2 0.2 0.2 0.0962
H 1.677201 1.626783 0.672409 0.1 -0.2 0.1 0.0505
H 2.753366 0.371734 0.637828 0.0 0.1 0.2 0.0554

---

8.
18
Properties=species:S:1:pos:R:3:forces:R:3:lowdin_charge:R:1 method="wB97M-V/def2-TZVPD" de_lowest_kcal_mol=21.3 largest_force_ev_per_a=3.2 smiles=C[C@H](N)CCN e_lumo_ha=0.03973 charge=0
C -1.977047 1.021650 0.414484 0.1 1.2 0.1 -0.0984
C -0.605633 0.704433 -0.170162 -0.2 -2.2 0.3 -0.4437
C 0.088965 -0.256846 0.920345 0.7 2.3 -2.1 -0.1427
C 1.328542 -1.088724 0.504910 -0.9 -1.7 0.6 -0.3020
N 2.155199 -0.597059 -0.554637 0.3 1.4 0.3 -0.0055
N -0.843141 -0.002763 -1.426512 -0.3 -0.2 -0.2 0.0256
H -2.656646 1.482361 -0.309372 0.3 0.2 -0.1 0.0707
H -1.836371 1.726913 1.238802 -0.3 0.0 0.1 0.0763
H -2.520436 0.153266 0.781944 0.3 -0.2 0.0 0.0714
H 0.066790 1.558320 -0.285280 -0.3 0.3 0.0 0.1201
H 0.536888 0.563963 1.492519 -0.5 -0.5 1.1 0.1022
H -0.720259 -0.803576 1.383943 0.3 -0.3 0.5 0.0944
H 1.053660 -2.131531 0.274450 -0.3 0.3 0.0 0.1059
H 1.900828 -1.221422 1.433680 0.2 0.2 -0.3 0.1042
H 3.077631 -0.301387 -0.279214 -0.1 -0.1 -0.2 0.0679
H 2.115993 -1.035692 -1.448312 0.1 -0.4 -0.1 0.0584
H 0.006584 -0.361782 -1.791767 0.9 -0.4 -0.1 0.0258
H -1.171546 0.589877 -2.179822 -0.3 0.3 0.3 0.0695

---

9.
18
Properties=species:S:1:pos:R:3:forces:R:3:lowdin_charge:R:1 method="wB97M-V/def2-TZVPD" de_lowest_kcal_mol=79.7 largest_force_ev_per_a=4.0 e_lumo_ha=0.03505 charge=0
N 2.711562 -2.480988 -2.257257 0.3 -0.1 0.1 0.0059
C -2.402336 1.718315 0.630263 0.5 -0.5 1.3 -0.0943
C -1.471590 0.693239 1.372605 -0.9 0.7 0.3 -0.2670
C -0.020259 1.030511 1.198567 0.6 -2.3 -1.1 -0.1057
C 0.667972 0.373604 0.208546 2.4 0.4 2.6 -0.2448
N 0.305682 -0.856264 -0.510130 -0.2 2.6 -0.6 0.0106
H 2.108861 -1.920642 -1.662812 -0.4 -0.1 -0.4 -0.0401
H 3.604564 -2.017068 -2.233322 0.4 0.0 -0.1 -0.0108
H -2.207872 2.753012 0.926398 0.5 -0.1 -0.6 0.0722
H -2.324871 1.478100 -0.423924 -0.2 0.7 -0.3 0.0657
H -3.408847 1.572972 0.999452 -0.4 -0.4 -0.3 0.0594
H -1.699379 -0.248753 0.884522 0.0 -0.3 0.3 0.0812
H -1.834818 0.623120 2.404660 0.5 0.0 -0.1 0.1037
H 0.573061 1.519066 1.958312 -0.3 1.1 -0.4 0.0981
H 1.597369 0.723456 -0.231592 0.3 0.3 0.8 0.1016
H -0.296321 0.034380 -0.716017 -1.9 -2.9 -1.9 0.0881
H -0.067721 -1.558873 0.121690 -0.9 0.6 0.1 0.0735
H 2.412408 -2.492613 -3.228001 -0.2 0.2 0.4 0.0026

---

10.
18
Properties=species:S:1:pos:R:3:forces:R:3:lowdin_charge:R:1 method="wB97M-V/def2-TZVPD" de_lowest_kcal_mol=110.3 largest_force_ev_per_a=5.2 e_lumo_ha=0.03873 charge=0
C -0.406230 0.081365 0.230578 1.8 -3.1 -2.7 -0.3043
C 0.819287 0.763347 0.081295 -2.0 3.5 3.4 -0.1171
C 0.667787 -1.235055 -0.913676 -2.2 -0.2 0.3 -0.1911
C -1.649541 0.471076 -0.510528 0.1 -0.1 0.0 -0.0925
N 0.104189 2.026722 1.349938 0.8 -0.4 -0.7 -0.0714
N 1.019695 -2.417732 -0.208453 0.2 -0.2 0.2 -0.0273
H -0.543756 -0.501668 1.135948 0.2 0.1 -0.1 0.1179
H 0.271729 1.860586 2.340527 0.1 0.3 -0.4 -0.0209
H -0.423152 2.872962 1.141815 0.5 -0.2 0.1 -0.0196
H 1.818878 -2.302690 0.400708 -0.1 0.0 0.0 0.0666
H 0.251828 -2.822009 0.310688 0.1 0.1 0.0 0.0697
H 1.679851 0.432524 0.646861 0.1 0.0 -0.2 0.0949
H 0.961997 1.393189 -0.787149 0.2 -0.2 0.0 0.1019
H 1.505182 -0.906107 -1.526164 0.1 0.5 0.3 0.0896
H -0.155693 -1.424654 -1.598238 0.0 -0.2 -0.2 0.0735
H -2.347549 0.960894 0.166442 0.0 0.0 0.0 0.0752
H -1.427804 1.155657 -1.329445 0.0 0.0 0.0 0.0830
H -2.146697 -0.408408 -0.931145 0.0 0.0 0.1 0.0717

---

11.
18
Properties=species:S:1:pos:R:3:forces:R:3:lowdin_charge:R:1 method="wB97M-V/def2-TZVPD" de_lowest_kcal_mol=43.0 largest_force_ev_per_a=1.2 smiles="C=NC.CNC" e_lumo_ha=0.03894 charge=0
C -2.179057 0.600185 1.054077 0.0 -0.2 0.1 -0.1613
N -1.662501 0.893460 -0.276804 0.9 0.5 0.3 -0.1681
C -0.564607 1.883084 -0.202385 -0.1 -0.8 -1.0 -0.1552
H -2.318529 1.536788 1.595738 -0.3 0.0 -0.1 0.0743
H -1.499901 0.006247 1.681288 0.1 -0.1 -0.1 0.0615
H -3.121214 0.053403 0.996565 0.0 0.1 0.0 0.0694
H -1.138370 0.108263 -0.636669 -0.7 -0.7 0.0 0.0516
H -0.027765 1.834477 0.742450 0.0 0.4 0.3 0.0646
H 0.132803 1.559261 -0.978949 0.3 0.3 0.0 0.0666
H -0.878022 2.878742 -0.492291 -0.2 0.3 0.4 0.0658
C 1.482097 -1.291064 0.545569 0.0 0.4 0.4 -0.1497
C 1.741911 -1.601555 -1.707867 0.2 -0.1 -0.6 -0.0826
N 0.910850 -1.573363 -0.766524 0.4 0.4 0.2 -0.0768
H 1.593915 -2.244556 1.054065 -0.1 0.0 0.3 0.0782
H 2.440061 -0.751239 0.584811 0.1 -0.4 -0.6 0.0765
H 0.835471 -0.630740 1.119467 -0.5 -0.3 0.0 0.0470
H 1.439697 -1.832428 -2.727829 -0.3 0.0 0.1 0.0658
H 2.813159 -1.428966 -1.584715 0.1 0.1 0.2 0.0724

---

12.
18
Properties=species:S:1:pos:R:3:forces:R:3:lowdin_charge:R:1 method="wB97M-V/def2-TZVPD" de_lowest_kcal_mol=54.6 largest_force_ev_per_a=5.2 smiles=NCCCCN e_lumo_ha=0.03927 charge=0
C -0.787925 -0.798310 -0.058466 -0.7 -2.3 0.1 -0.1961
C 0.714161 -1.281344 0.120620 -0.4 3.7 1.8 -0.1642
C 1.656765 0.030670 0.254991 -0.5 -0.7 -1.0 -0.2273
N 1.747069 0.701472 -1.121080 3.2 1.3 2.7 0.0003
C -1.310572 0.475100 0.658512 0.4 -3.2 1.5 -0.3379
N -2.519210 1.134007 0.210932 -0.7 1.9 -0.7 -0.0338
H -0.802415 -0.432970 -1.034623 -0.5 -0.3 -2.4 0.0552
H -1.452829 -1.750394 0.075005 0.8 1.9 -0.5 0.1374
H 0.838287 -1.809054 1.034212 -0.1 -0.5 1.1 0.0750
H 1.090206 -1.963330 -0.616005 -0.1 0.0 -0.9 0.0924
H 1.388781 0.709244 1.169992 0.3 -1.1 -2.1 0.1280
H 2.645971 -0.330565 0.368578 1.0 -0.4 0.9 0.0671
H 1.076037 0.250964 -1.576539 -4.2 -1.6 -2.7 -0.0427
H 2.549194 0.328443 -1.675865 -0.2 0.6 1.3 0.0832
H -0.524980 1.105990 0.497729 2.3 2.0 0.4 0.0435
H -1.329501 0.082568 1.706425 -0.5 1.3 -0.3 0.1297
H -2.428271 1.507592 -0.790673 0.1 -1.0 1.8 0.0975
H -2.550764 2.039913 0.776260 -0.2 -1.7 -1.0 0.0927

---

no.,E (hartree)
1,-566.4900
2,-641.7343
3,-717.3983
4,-424.8863
5,-268.8702
6,-269.0092
7,-269.0831
8,-269.0824
9,-268.9893
10,-268.9405
11,-269.0478
12,-269.0293